17
Properties=species:S:1:pos:R:3:forces:R:3:nbo_charge:R:1 method="wB97M-V/def2-TZVPD" e_tot_ha=-492.4864 homo_ha=-0.3684 relative_energy_kj_mol=43.5
N -1.855155 -0.732219 -1.501002 -0.21 -0.38 -1.57 -0.816
C -1.280658 -1.162333 -0.358099 -0.01 1.58 1.41 0.668
O -1.965980 -1.415835 0.605881 0.12 -0.79 0.41 -0.592
C 0.228404 -0.970955 -0.289134 1.40 -1.81 0.91 -0.506
C 0.732747 0.463499 -0.103633 -0.26 0.92 0.12 -0.143
N 2.172807 0.661791 -0.378194 -0.56 -1.17 0.75 -0.802
C 0.341875 0.971521 1.311335 -0.10 0.16 0.11 0.775
O 1.071593 0.935714 2.262360 0.54 -0.27 0.07 -0.601
O -0.886085 1.502212 1.408992 -0.42 -0.01 -0.57 -0.679
H -2.838626 -0.968151 -1.624512 0.44 0.20 0.14 0.405
H -1.289845 -0.750836 -2.340114 -0.23 0.09 0.07 0.384
H 0.644836 -1.395188 -1.202893 0.26 0.27 -0.19 0.227
H 0.667678 -1.624808 0.541546 -0.85 0.84 -0.94 0.239
H 0.226921 1.066432 -0.842955 -0.43 0.39 -0.05 0.213
H 2.432337 1.605464 -0.108734 -0.11 0.01 -0.09 0.366
H 2.672470 0.063310 0.285919 0.07 0.21 -0.26 0.361
H -1.075319 1.750383 2.333237 0.36 -0.23 -0.30 0.501